16
Properties=species:S:1:pos:R:3 method="wB97M-V/def2-TZVPD" relative_energy_kcal_mol=34.8 total_charge=0 homo_energy_ev=-9.56 lumo_energy_ev=0.77 max_force_ev_per_a=0.87 gap_ev=10.33 multiplicity=1
C 1.292 0.691 -0.239
C 0.097 -0.196 0.171
C 0.396 -1.452 0.970
C -1.083 0.758 0.487
N -1.496 0.743 -0.955
C -0.695 -0.451 -1.108
O -0.722 -1.331 -1.919
H 1.622 1.359 0.566
H 0.963 1.358 -1.059
H 2.143 0.104 -0.600
H 0.848 -1.265 1.949
H 1.067 -2.090 0.381
H -0.533 -2.019 1.115
H -1.852 0.303 1.122
H -0.840 1.752 0.870
H -0.959 1.474 -1.444